78
Properties=species:S:1:pos:R:3:forces:R:3 method="wB97M-V/def2-TZVPD" e_above_lowest_kcal_mol=121.9 total_energy_ha=-2303.3781 orbital_gap_ev=5.4
C -2.507 4.258 -0.836 -0.462 0.092 -0.355
C -1.446 3.521 -0.129 0.780 -0.125 2.071
C -1.496 3.091 1.214 -0.569 1.119 -0.518
C -0.340 2.543 1.714 -0.507 -1.844 0.004
C 0.674 2.201 0.674 1.416 3.913 0.469
B -1.923 -1.902 -0.596 0.939 1.520 0.433
C 2.182 2.525 0.932 -1.186 0.330 -0.089
C 2.734 1.940 2.054 0.433 -0.658 0.202
C 4.114 1.781 2.167 -0.576 0.501 0.029
C 4.914 2.349 1.181 0.613 -0.117 0.013
C 6.401 2.089 1.172 0.393 0.105 0.116
F 6.716 1.150 0.214 -0.013 0.838 0.898
F 7.120 3.221 0.888 -0.472 -1.040 0.072
F 6.861 1.627 2.371 -0.268 0.210 -1.036
C 4.378 3.101 0.139 -0.641 0.013 0.341
C 2.982 3.190 0.023 1.110 0.207 -0.567
O -2.314 -2.127 0.703 -0.176 0.693 -0.703
C -3.323 -1.120 0.952 -0.582 0.453 -0.209
C -4.408 -1.859 1.709 -0.242 -0.061 -0.147
C -2.757 0.020 1.801 0.167 0.155 -0.126
C -3.681 -0.622 -0.547 -0.233 -0.272 1.020
C -4.594 -1.619 -1.281 -0.007 0.155 0.094
C -4.204 0.799 -0.664 -0.155 0.149 0.067
O -2.404 -0.734 -1.186 -0.221 -0.504 0.433
S 0.055 3.165 -0.799 -0.162 -0.113 -0.295
H -3.256 4.594 -0.103 0.161 -0.111 -0.338
H -2.103 5.139 -1.356 -0.168 -0.248 0.069
H -2.992 3.602 -1.577 -0.003 0.321 0.103
H -2.405 3.269 1.790 0.261 -0.208 0.012
H -0.256 2.045 2.688 -0.087 0.415 -0.298
H 2.062 1.470 2.772 0.316 0.053 -0.023
H 4.522 1.244 3.018 0.103 0.064 -0.240
H 5.036 3.608 -0.563 -0.164 -0.173 0.064
H 2.589 3.758 -0.827 -0.046 -0.372 0.355
H -5.272 -1.211 1.906 0.102 -0.210 -0.029
H -4.708 -2.752 1.140 -0.080 0.330 0.266
H -3.982 -2.196 2.666 -0.210 0.118 -0.259
H -3.516 0.799 1.990 0.168 -0.393 -0.086
H -2.419 -0.364 2.775 -0.128 0.083 -0.288
H -1.900 0.505 1.306 -0.365 -0.322 0.143
H -5.616 -1.584 -0.897 0.036 -0.052 -0.059
H -4.593 -1.353 -2.345 -0.063 -0.050 0.228
H -4.211 -2.649 -1.199 -0.157 0.316 0.049
H -5.127 0.934 -0.077 0.285 -0.094 -0.174
H -3.469 1.546 -0.331 -0.119 -0.343 -0.034
H -4.443 1.001 -1.717 0.053 -0.012 0.204
C 0.517 0.831 0.399 -2.244 -4.340 -0.778
C -1.122 -2.883 -1.385 1.363 -0.446 0.044
C -0.756 -4.067 -0.732 -0.255 -0.802 -0.809
C -0.605 -5.225 -1.502 0.505 0.289 -0.343
C -0.617 -5.130 -2.903 -0.166 0.185 0.283
C -0.747 -3.880 -3.526 0.435 -0.385 -0.045
C -0.955 -2.737 -2.765 -0.153 -0.709 -0.197
C 0.934 0.418 -0.927 0.760 -0.611 -0.274
C 2.150 -0.302 -0.732 0.432 1.459 0.055
C 3.232 0.024 -1.540 -0.788 -0.075 -0.053
C 2.983 0.846 -2.644 -0.026 0.111 -0.592
C 1.682 1.186 -3.046 0.253 -0.748 0.192
C 0.607 0.869 -2.211 -0.245 0.461 0.083
C 2.136 -0.795 0.635 0.212 0.395 0.705
C 0.939 -0.318 1.265 1.095 -1.287 -0.482
C 0.494 -1.198 2.270 0.068 0.652 0.557
C 1.435 -1.950 3.004 0.610 -0.164 -0.442
C 2.777 -2.010 2.596 -0.126 0.317 -0.234
C 3.110 -1.486 1.334 -0.387 0.012 0.430
H -0.609 -4.085 0.350 -0.542 -0.052 -0.278
H -0.447 -6.194 -1.037 0.096 0.150 -0.007
H -0.487 -6.034 -3.503 -0.091 0.308 0.157
H -0.675 -3.816 -4.610 0.047 0.009 0.180
H -0.976 -1.757 -3.244 -0.459 -0.241 0.215
H 4.231 -0.245 -1.219 0.039 -0.047 -0.266
H 3.813 1.214 -3.229 0.117 -0.081 -0.124
H 1.488 1.705 -3.981 0.197 -0.185 0.041
H -0.450 0.925 -2.503 0.575 0.534 0.164
H -0.554 -1.420 2.425 -0.062 0.798 0.490
H 1.136 -2.500 3.900 -0.116 0.111 -0.446
H 3.547 -2.496 3.198 -0.337 0.074 -0.113
H 4.118 -1.487 0.931 -0.078 -0.526 0.004

=====

91
Properties=species:S:1:pos:R:3:forces:R:3 method="wB97M-V/def2-TZVPD" s_squared=2.045 e_above_lowest_kcal_mol=86.0 total_energy_ha=-19128.4148 orbital_gap_ev="5.6 / 5.7" multiplicity=3
V 0.036 0.873 -0.492 1.451 -0.288 -1.546
O -1.958 3.603 2.618 -0.045 0.250 0.149
C -2.242 2.337 2.950 -0.006 -0.397 -0.021
C -3.210 2.143 3.934 -0.076 0.046 0.065
C -3.557 0.870 4.336 0.012 -0.009 -0.090
C -2.974 -0.253 3.741 0.030 0.029 -0.007
C -2.012 -0.075 2.771 -0.066 0.100 0.136
C -1.618 1.212 2.376 0.316 0.182 -0.160
C -0.477 1.318 1.447 0.445 0.445 2.728
O 0.223 0.243 1.171 -0.570 0.144 2.842
N -0.176 2.509 0.874 -0.609 0.271 0.867
N 0.892 2.434 -0.001 0.783 1.265 1.162
C 1.525 3.458 -0.457 -0.038 0.440 -0.087
S 2.562 3.264 -1.828 -0.102 -0.136 -0.046
C 3.509 4.761 -1.456 -0.062 -0.185 -0.015
C 2.510 5.806 -1.019 -0.110 0.101 0.124
S 1.410 5.050 0.214 0.023 -0.092 0.260
H -1.227 3.620 1.984 0.115 -0.014 -0.304
H -3.662 3.024 4.376 0.026 -0.084 -0.008
H -4.292 0.747 5.124 0.013 -0.009 -0.068
H -3.251 -1.253 4.049 -0.024 0.071 -0.014
H -1.538 -0.928 2.309 0.075 -0.017 -0.041
H 4.041 5.043 -2.362 -0.005 0.025 0.003
H 4.221 4.510 -0.670 0.060 0.104 0.017
H 1.892 6.146 -1.846 0.029 0.044 -0.111
H 2.982 6.660 -0.536 0.040 0.007 -0.027
O -1.613 -4.142 1.229 0.086 0.060 0.236
C -0.527 -3.691 0.562 0.012 -0.001 -0.040
C -0.408 -3.762 -0.818 -0.190 -0.054 -0.272
C 0.727 -3.249 -1.408 0.272 0.094 0.233
N 1.736 -2.707 -0.712 0.052 -0.265 0.286
C 1.613 -2.685 0.605 -0.054 -0.186 -0.427
Br 3.078 -2.015 1.601 -0.060 -0.155 -0.034
C 0.508 -3.143 1.299 0.021 0.069 0.284
H -2.230 -4.552 0.618 -0.103 -0.032 -0.149
H -1.198 -4.197 -1.419 0.020 0.048 -0.055
H 0.863 -3.258 -2.483 -0.116 -0.028 -0.069
H 0.452 -3.090 2.377 0.018 -0.008 -0.017
O -0.997 1.832 -1.697 -2.216 0.322 0.041
C -1.875 1.126 -1.055 -3.479 0.236 -2.195
O -1.561 -0.090 -0.778 -1.941 0.906 0.318
C -3.201 1.780 -0.696 0.331 -0.517 -1.290
C -3.934 2.320 -1.995 0.772 -0.188 0.401
Ge -3.223 1.907 -3.824 -0.074 -0.285 -0.267
C -4.781 1.984 -5.029 -0.154 0.131 -0.026
C -6.096 2.177 -4.601 0.112 -0.014 -0.158
C -7.161 2.118 -5.499 0.136 -0.016 0.027
C -6.921 1.877 -6.845 0.031 0.032 0.067
C -5.615 1.690 -7.290 0.070 -0.015 0.072
C -4.558 1.737 -6.390 -0.206 0.027 0.134
C -2.744 0.006 -3.972 -0.104 0.074 0.289
C -1.764 -0.463 -4.840 -0.110 -0.270 -0.080
C -1.604 -1.832 -5.058 -0.168 0.211 0.086
C -2.425 -2.738 -4.403 0.141 -0.141 -0.021
C -3.398 -2.285 -3.521 -0.094 0.089 0.036
C -3.559 -0.923 -3.315 0.191 0.078 0.006
C -1.839 2.953 -4.759 -0.288 0.233 -0.068
C -0.495 2.588 -4.759 0.116 -0.022 0.246
C 0.408 3.100 -5.681 -0.320 0.279 -0.090
C -0.031 4.036 -6.612 0.133 -0.111 0.045
C -1.354 4.457 -6.598 -0.082 0.077 -0.017
C -2.252 3.916 -5.687 0.056 -0.111 0.172
H -2.969 2.606 -0.030 -0.032 0.064 0.137
H -3.790 1.031 -0.178 -0.154 0.060 0.106
H -3.992 3.404 -1.932 -0.112 0.079 -0.004
H -4.951 1.935 -2.002 -0.028 0.013 0.061
H -6.307 2.379 -3.556 -0.026 -0.013 -0.047
H -8.174 2.258 -5.141 0.036 0.017 -0.040
H -7.747 1.838 -7.545 0.051 -0.013 0.028
H -5.418 1.504 -8.341 -0.036 0.004 0.068
H -3.545 1.582 -6.749 -0.053 -0.010 -0.015
H -1.139 0.221 -5.394 0.109 0.056 0.018
H -0.854 -2.168 -5.757 0.114 -0.066 0.019
H -2.304 -3.801 -4.587 -0.039 0.091 0.031
H -4.052 -2.984 -3.012 0.048 -0.015 -0.023
H -4.331 -0.570 -2.637 -0.032 -0.074 -0.018
H -0.147 1.888 -4.016 0.124 -0.272 0.023
H 1.431 2.757 -5.691 0.119 -0.062 0.060
H 0.661 4.424 -7.352 -0.080 0.007 0.054
H -1.702 5.190 -7.318 0.043 -0.013 0.034
H -3.292 4.226 -5.710 0.053 -0.008 -0.085
Se 4.996 1.238 -3.581 -0.182 0.014 0.629
Sb 3.232 -0.416 -3.240 2.109 -0.487 -2.826
Se 4.932 -2.026 -2.508 -0.135 0.216 0.417
Se 2.364 -0.967 -5.423 -0.531 0.030 0.625
Se 1.442 0.098 -1.631 3.739 -2.678 -2.949
Cl 3.579 1.217 0.754 0.391 0.242 0.076
C 5.220 0.702 0.298 -0.184 0.175 0.601
Cl 6.294 0.736 1.705 0.082 -0.029 -0.019
H 5.590 1.380 -0.445 0.126 0.211 -0.313
H 5.164 -0.304 -0.071 -0.038 -0.381 -0.160